# 1
ORCA calculation (ωB97M-V with the def2-TZVPD basis set) on a cluster of 2 separate species, C4H11NOS in total.

Calculated values
DFT total energy   -687.183122 Ha
Relative energy (zero: lowest compared OMol25 entry of this formula, charge and spin)   16.5 kcal per mole
SMILES string   CNC=O.CSC
Strongest force on any atom   0.7 eV/Å
Gap between HOMO and LUMO   9.395 eV
HOMO level   -8.586 eV

Last column: Mulliken charge in e.
Cartesian coordinates (Å):
C  0.89969  1.25743  3.19586  -0.771
N  0.54124  1.47211  1.79601  -0.144
C  -0.63609  1.02044  1.31562  -0.026
O  -1.49412  0.53425  2.01629  -0.590
H  0.21878  1.81023  3.84008  0.257
H  1.91826  1.61604  3.30614  0.320
H  0.82967  0.19869  3.43601  0.259
H  1.19570  1.88389  1.16592  0.246
H  -0.73466  1.10493  0.22664  0.443
C  -1.28809  -1.11808  -1.32432  -0.977
S  0.49855  -1.31921  -1.36332  -0.041
C  0.71100  -1.29391  -3.15675  -0.810
H  -1.75855  -2.00541  -1.75051  0.382
H  -1.59957  -0.23149  -1.87305  0.305
H  -1.63444  -1.06031  -0.29476  0.310
H  1.71390  -1.67435  -3.34463  0.301
H  -0.05628  -1.90816  -3.61658  0.268
H  0.67500  -0.28709  -3.57464  0.269


# 2
ORCA calculation (ωB97M-V with the def2-TZVPD basis set) on a cluster of 2 separate species, C5H12O in total.

Calculated values
DFT total energy   -272.896676 Ha
Relative energy (zero: lowest compared OMol25 entry of this formula, charge and spin)   32.6 kcal per mole
SMILES string   C=CC.CCO
Strongest force on any atom   0.9 eV/Å
Gap between HOMO and LUMO   10.559 eV
HOMO level   -9.659 eV

Last column: Mulliken charge in e.
Cartesian coordinates (Å):
C  1.39278  -0.67773  -2.80260  -0.751
C  0.33045  -0.80174  -3.58006  0.116
C  -0.86369  0.11622  -3.57602  -0.960
H  2.22295  -1.35871  -2.96709  0.243
H  1.48366  0.09251  -2.05177  0.251
H  0.27243  -1.60290  -4.31080  0.284
H  -0.98650  0.60038  -2.61250  0.288
H  -0.66213  0.93017  -4.28637  0.239
H  -1.79821  -0.42149  -3.77265  0.291
C  -0.78332  0.57837  4.03200  -0.902
C  -0.08899  0.32607  2.71079  -0.231
O  1.33944  0.28191  2.88451  -0.534
H  -0.64881  -0.27648  4.69454  0.267
H  -0.34842  1.46169  4.49625  0.268
H  -1.84394  0.79620  3.87930  0.309
H  -0.22762  1.16337  2.03223  0.234
H  -0.42172  -0.58578  2.22103  0.294
H  1.63164  -0.62206  3.00921  0.295


# 3
ORCA calculation (ωB97M-V with the def2-TZVPD basis set) on a structure of composition C28H37NO5P2SeY.

Calculated values
DFT total energy   -4642.867746 Ha
Charge   -1
Strongest force on any atom   0.6 eV/Å
Gap between HOMO and LUMO   7.258 eV
HOMO level   -4.745 eV

Last column: Mulliken charge in e.
Cartesian coordinates (Å):
Y  -0.52875  0.05502  0.45666  -1.006
O  -2.92507  0.98020  1.43657  -0.107
C  -3.28515  0.95415  2.80738  -0.910
C  -2.44033  -0.03717  3.58668  -0.782
N  -1.02078  0.13318  3.31259  0.975
C  -0.27603  -1.07063  3.65712  -0.997
C  -0.64884  -2.22420  2.71463  0.483
O  -0.63670  -3.36959  3.12835  -0.760
O  -0.96050  -1.83758  1.52310  -0.363
C  -0.43356  1.33551  3.87744  -0.943
C  0.60301  1.98452  2.94879  0.211
O  1.36074  2.82556  3.41114  -0.773
O  0.54027  1.61812  1.71915  0.395
H  -3.38516  0.30346  0.90272  0.050
H  -3.13701  1.97078  3.17874  0.397
H  -4.34420  0.71375  2.93341  0.434
H  -2.67249  0.04898  4.66134  0.218
H  -2.71712  -1.04633  3.27612  0.464
H  0.79276  -0.86843  3.53332  0.485
H  -0.43655  -1.38779  4.69539  0.304
H  -1.20619  2.09380  4.02258  0.262
H  0.02463  1.16367  4.85780  0.306
C  -3.09329  3.19865  -1.27501  -1.358
P  -1.47502  2.85755  -0.49142  1.668
C  -1.52382  4.03997  0.91014  -1.494
C  -0.33985  3.73826  -1.64640  -1.307
C  1.10882  3.62960  -1.16010  -1.064
P  1.61010  1.85602  -1.03502  1.412
C  3.19712  2.02901  -0.14132  -1.514
C  2.21770  1.52530  -2.73304  -1.398
H  -3.23628  4.26744  -1.45217  0.463
H  -3.88448  2.82813  -0.62258  0.328
H  -3.15974  2.65332  -2.21636  0.358
H  -1.72383  5.05961  0.57214  0.495
H  -0.57975  4.00911  1.45465  0.243
H  -2.31734  3.72553  1.59019  0.272
H  -0.65174  4.78157  -1.75977  0.588
H  -0.44982  3.25682  -2.62399  0.289
H  1.20344  4.04834  -0.15403  0.352
H  1.79222  4.18365  -1.81089  0.527
H  3.82560  2.79381  -0.60494  0.522
H  3.72125  1.07278  -0.15585  0.341
H  2.98850  2.29506  0.89566  0.233
H  2.96142  2.26066  -3.04971  0.481
H  1.38166  1.52520  -3.43493  0.311
H  2.65390  0.52529  -2.74957  0.265
Se  -2.75478  -0.34962  -1.41507  -0.268
C  -2.59534  -2.15394  -2.05319  -0.128
C  -2.85734  -2.39294  -3.40239  -0.442
C  -2.71230  -3.66566  -3.93701  -0.541
C  -2.29828  -4.71770  -3.13112  -0.426
C  -2.03465  -4.48200  -1.78898  -0.643
C  -2.18294  -3.21169  -1.24722  0.016
H  -3.16445  -1.56721  -4.03253  0.388
H  -2.91686  -3.83257  -4.98849  0.349
H  -2.17242  -5.70977  -3.54779  0.364
H  -1.69288  -5.28766  -1.15033  0.404
H  -1.93226  -3.04089  -0.20857  0.341
C  4.87786  -2.44883  0.76343  -0.556
C  4.00428  -1.63506  1.51922  -1.038
C  2.80495  -1.25288  0.98889  -0.115
C  2.38936  -1.64103  -0.31477  0.994
C  1.11658  -1.21729  -0.82840  0.148
C  0.84210  -1.62137  -2.12197  -0.120
C  1.71205  -2.43595  -2.88456  -1.057
C  2.90917  -2.84832  -2.37169  -1.063
C  3.28216  -2.45357  -1.06350  0.830
C  4.52214  -2.84289  -0.49454  -0.837
H  5.82814  -2.75562  1.18405  0.374
H  4.29028  -1.31405  2.51350  0.435
H  2.15286  -0.60279  1.56660  0.675
H  -0.09625  -1.33220  -2.58892  0.436
H  1.41692  -2.74057  -3.88340  0.437
H  3.57949  -3.47962  -2.94564  0.320
H  5.18873  -3.46596  -1.08234  0.365


# 4
ORCA calculation (ωB97M-V with the def2-TZVPD basis set) on a cluster of 2 separate species, C5H10NS in total.

Calculated values
DFT total energy   -649.105742 Ha
Relative energy (zero: lowest compared OMol25 entry of this formula, charge and spin)   75.1 kcal per mole
Charge   +1
Strongest force on any atom   1.0 eV/Å
Gap between HOMO and LUMO   9.053 eV
HOMO level   -13.947 eV

Last column: Mulliken charge in e.
Cartesian coordinates (Å):
C  -0.48054  -0.28182  0.37779  0.119
C  -1.32877  0.67948  0.23347  0.392
C  2.75511  1.32573  0.47018  -0.262
C  0.56996  -2.43150  -0.84336  -0.768
C  -2.80811  0.63165  0.43637  -1.113
N  1.63265  1.21244  -0.07806  -0.371
S  0.40494  -1.56343  0.75155  0.014
H  -0.96767  1.64508  -0.10844  0.345
H  3.46131  2.13938  0.32058  0.255
H  3.06123  0.55835  1.17218  0.208
H  0.58554  -3.49749  -0.63497  0.355
H  1.51286  -2.12579  -1.28772  0.298
H  -3.12683  -0.26508  0.95856  0.362
H  -3.29989  0.68979  -0.53411  0.318
H  -3.10560  1.51287  1.00107  0.334
H  1.38961  1.95687  -0.73364  0.199
H  -0.25579  -2.18655  -1.50146  0.315


# 5
ORCA calculation (ωB97M-V with the def2-TZVPD basis set) on a cluster of 3 separate species, C20H27FNO6S3 in total in a non-equilibrium geometry.

Calculated values
DFT total energy   -2578.548063 Ha
Charge   +1
Strongest force on any atom   1.4 eV/Å
Gap between HOMO and LUMO   7.594 eV
HOMO level   -11.882 eV

Last column: Mulliken charge in e.
Cartesian coordinates (Å):
C  2.46569  -0.92779  -1.82383  0.781
C  1.58078  -0.15123  -2.03860  -0.983
S  0.35114  0.92134  -2.41906  0.061
C  -0.71562  1.00272  -0.94578  -0.952
C  -2.13568  1.27697  -1.31475  0.635
C  -2.49762  2.41000  -2.02417  -0.191
C  -3.81311  2.65415  -2.34270  -1.103
C  -4.79298  1.76604  -1.91683  1.097
C  -6.23420  2.02645  -2.24613  -1.432
C  -4.43158  0.63466  -1.20247  -0.955
C  -3.10779  0.38744  -0.91183  -0.501
C  1.22920  2.53692  -2.61651  0.508
O  1.39153  2.89276  -3.73277  -0.394
N  1.63625  3.25460  -1.45770  -0.131
C  3.02515  3.07125  -1.15218  0.458
O  3.92569  3.39038  -1.84398  -0.401
F  3.21667  2.51834  0.01701  -0.153
H  3.32856  -1.54105  -1.92156  0.546
H  -0.65440  0.01384  -0.49583  0.509
H  -0.31982  1.70491  -0.21526  0.547
H  -1.71825  3.10491  -2.32088  0.304
H  -4.08681  3.52372  -2.91631  0.362
H  -6.37369  3.04805  -2.58172  0.370
H  -6.58332  1.35176  -3.02444  0.302
H  -6.87235  1.87443  -1.37961  0.377
H  -5.19411  -0.05627  -0.87864  0.534
H  -2.83573  -0.50350  -0.35839  0.564
H  1.56358  4.23450  -1.73105  0.373
C  7.79523  -0.80094  0.00610  -0.584
C  7.64953  0.65790  -0.44576  -0.754
C  6.15608  1.00570  -0.40032  -0.435
S  5.43670  -0.04486  0.87168  1.149
O  4.50652  -0.96643  0.25137  -0.634
O  5.03980  0.75562  1.99825  -0.670
C  6.93845  -0.93472  1.26074  -0.733
H  8.83294  -1.06182  0.20418  0.362
H  7.42306  -1.46997  -0.77311  0.277
H  8.19868  1.30769  0.23748  0.315
H  8.05663  0.81448  -1.44311  0.341
H  5.98302  2.04416  -0.13583  0.317
H  5.66115  0.77572  -1.34298  0.292
H  6.69361  -1.96320  1.51541  0.404
H  7.40072  -0.43700  2.11231  0.352
C  -5.03653  -2.86025  3.90661  -0.615
C  -3.80617  -3.77648  3.95128  -0.621
C  -3.45181  -4.14007  2.50329  -0.682
S  -4.02381  -2.77091  1.49264  1.148
O  -5.07832  -3.23114  0.62916  -0.686
O  -2.88591  -2.05427  0.95253  -0.737
C  -4.74377  -1.82245  2.82735  -0.712
H  -5.22579  -2.38911  4.86921  0.352
H  -5.92109  -3.43982  3.63537  0.312
H  -2.97219  -3.24403  4.41245  0.302
H  -3.99013  -4.67066  4.54360  0.322
H  -2.38160  -4.26283  2.35823  0.336
H  -3.97516  -5.03393  2.17008  0.347
H  -5.62956  -1.30479  2.46617  0.435
H  -3.99744  -1.10187  3.16159  0.370


# 6
ORCA calculation (ωB97M-V with the def2-TZVPD basis set) on a cluster of 2 separate species, C5H16N3 in total in a non-equilibrium geometry.

Calculated values
DFT total energy   -363.994941 Ha
Relative energy (zero: lowest compared OMol25 entry of this formula, charge and spin)   113.2 kcal per mole
Charge   +1
Strongest force on any atom   3.7 eV/Å
Gap between HOMO and LUMO   9.055 eV
HOMO level   -13.566 eV

Last column: Mulliken charge in e.
Cartesian coordinates (Å):
C  0.11106  -1.61197  -0.24548  -1.662
C  2.65657  -0.16948  -0.13600  -1.453
C  -2.19536  -0.15256  1.17366  -0.820
C  0.40143  -0.21664  -0.48530  0.050
C  1.31285  0.62024  0.23575  0.598
N  -2.42478  0.04371  -1.13604  -0.515
N  -1.74975  0.51406  -0.02794  -0.125
N  1.23458  1.96684  -0.14971  -0.535
H  0.11607  -1.89804  0.87611  0.222
H  0.87715  -1.97899  -0.86577  0.647
H  -0.95714  -1.80751  -0.50069  0.471
H  3.46485  0.34237  0.31748  0.421
H  2.83356  -0.06493  -1.16613  0.450
H  2.56296  -1.22714  0.07527  0.388
H  -2.98539  0.29690  1.69526  0.367
H  -2.37852  -1.19152  0.95837  0.325
H  -1.31410  -0.02819  1.83139  0.271
H  0.43577  0.13352  -1.57780  0.451
H  1.24692  0.69424  1.37726  0.280
H  -1.83607  0.03796  -1.99377  0.226
H  -3.33909  0.40961  -1.19104  0.239
H  -1.67141  1.47986  0.11296  0.278
H  1.04804  2.09553  -1.07623  0.168
H  2.06239  2.39073  0.17604  0.260


# 7
ORCA calculation (ωB97M-V with the def2-TZVPD basis set) on the molecule C4H7NO in a non-equilibrium geometry.

Calculated values
DFT total energy   -286.508902 Ha
Relative energy (zero: lowest compared OMol25 entry of this formula, charge and spin)   77.0 kcal per mole
SMILES string   CC[C@@H](O)C#N
Strongest force on any atom   4.1 eV/Å
Gap between HOMO and LUMO   10.223 eV
HOMO level   -9.783 eV

Last column: Mulliken charge in e.
Cartesian coordinates (Å):
C  0.35422  -0.82061  -1.22068  -0.946
C  -0.71144  -0.08014  -0.38065  -0.552
C  -0.08584  0.79375  0.73541  0.322
O  -1.04367  1.08511  1.71226  -0.518
C  1.09565  0.01321  1.18681  0.081
N  1.80302  -0.77107  0.68657  -0.503
H  1.37631  -1.33377  -0.55929  0.363
H  -0.05188  -1.72295  -1.66263  0.338
H  0.75097  -0.14827  -1.99541  0.296
H  -1.40477  -0.77662  0.10546  0.304
H  -1.34048  0.60935  -0.97439  0.288
H  0.33562  1.71078  0.29337  0.182
H  -0.58775  1.52551  2.44084  0.346


# 8
ORCA calculation (ωB97M-V with the def2-TZVPD basis set) on a cluster of 4 separate species, H8O4 in total in a non-equilibrium geometry.

Calculated values
DFT total energy   -305.328744 Ha
Relative energy (zero: lowest compared OMol25 entry of this formula, charge and spin)   24.3 kcal per mole
Charge   +1
Strongest force on any atom   1.9 eV/Å
2S+1   2
Gap between HOMO and LUMO (spin up / spin down)   12.651 / 3.029 eV
HOMO level (spin up / spin down)   -16.288 / -14.856 eV

Last column: Mulliken spin population.
Cartesian coordinates (Å):
O  0.53631  -1.20315  2.73806  0.640
H  -0.31176  -0.84274  2.99712  -0.014
H  0.50855  -1.21822  1.78139  -0.021
O  0.77904  -0.45838  -0.12652  0.110
H  -0.05309  -0.17938  -0.50857  -0.003
H  1.02556  -1.23478  -0.62917  -0.004
O  1.18072  2.71710  -0.52694  0.312
H  1.28933  1.77255  -0.41614  -0.014
H  1.19582  2.85087  -1.47463  -0.008
O  -1.69188  -0.83229  -1.15721  0.003
H  -2.15609  -0.00846  -1.00876  0.000
H  -2.30255  -1.36307  -1.66866  0.000


Question: Among the records above, which one has the lowest strongest force on any atom?
Answer: C28H37NO5P2SeY